(P)
10
Properties=species:S:1:pos:R:3 method="wB97M-V/def2-TZVPD" multiplicity=1 orbital_gap_ev="8.27 / 7.47" mol_weight_da=93.089 e_lumo_ev="-1.785 / -2.188" charge=0
C -0.092 -1.599 -0.411
C -2.543 0.893 -0.146
C 1.891 0.526 0.342
C -0.717 -0.457 -0.191
N 0.511 -2.561 -0.612
N -3.098 1.783 0.352
N -1.889 -0.187 -0.507
H 1.745 1.527 0.401
H 2.074 -0.097 -0.511
H 2.118 0.172 1.282

=====

(Q)
10
Properties=species:S:1:pos:R:3 method="wB97M-V/def2-TZVPD" multiplicity=1 orbital_gap_ev=8.19 mol_weight_da=93.089 e_lumo_ev=-0.775 charge=0
C -1.116 -0.468 -0.435
C 0.833 1.023 -0.196
C 0.759 -0.293 0.076
C -1.063 0.680 0.431
N -1.527 -1.284 -1.171
N -0.212 1.700 0.318
N 1.412 -1.263 0.441
H 1.551 1.480 -0.952
H -1.814 0.585 1.268
H 1.177 -2.160 0.220

=====

Stability ranking, top and bottom: (Q) is the most stable and (P) is the least stable.

=====

(P)
12
Properties=species:S:1:pos:R:3 method="wB97M-V/def2-TZVPD" multiplicity=1 orbital_gap_ev="9.11 / 5.67" mol_weight_da=148.208 e_lumo_ev="-0.585 / -2.565" charge=0
C 1.211 0.212 2.129
C 1.026 -0.179 1.002
C 0.053 0.342 -1.235
C 0.821 -0.620 -0.380
O -3.214 0.799 0.785
O -1.150 0.849 -0.625
S 0.163 -2.327 -0.224
S -2.605 0.114 -0.322
H 1.563 0.418 3.181
H 0.580 1.259 -1.310
H -0.190 -0.217 -2.029
H 1.742 -0.649 -0.971

=====

(Q)
12
Properties=species:S:1:pos:R:3 method="wB97M-V/def2-TZVPD" multiplicity=1 orbital_gap_ev=8.48 mol_weight_da=148.208 smiles="O=C1S[C@@H](C=S)[C@H]1O" e_lumo_ev=-0.603 charge=0
O -2.754 -0.380 -0.318
C -1.610 -0.563 -0.064
S -0.435 -1.896 -0.269
C 0.574 -0.540 0.415
C 1.701 -0.246 -0.532
S 3.245 -0.399 -0.132
C -0.564 0.445 0.444
O -0.414 1.572 -0.400
H 0.925 -0.807 1.436
H 1.390 0.214 -1.456
H -0.803 0.615 1.550
H -1.257 1.985 -0.672

=====

(R)
12
Properties=species:S:1:pos:R:3 method="wB97M-V/def2-TZVPD" multiplicity=1 orbital_gap_ev=8.61 mol_weight_da=148.208 e_lumo_ev=-0.261 charge=0
C -0.459 1.612 0.400
C 0.237 0.656 0.539
C 0.995 -1.258 -0.851
C 0.585 -0.705 0.469
O 2.824 0.988 -1.310
O 1.990 1.580 0.943
S 2.176 -1.395 0.364
S 2.994 1.003 0.155
H -0.350 2.721 0.467
H 0.505 -2.197 -1.093
H 1.110 -0.640 -1.672
H -0.224 -1.361 0.928

=====

Stability ranking, top and bottom: (Q) is the most stable and (P) is the least stable.

=====

(P)
24
Properties=species:S:1:pos:R:3 method="wB97M-V/def2-TZVPD" multiplicity=1 orbital_gap_ev=9.47 mol_weight_da=146.190 smiles="CNC(C)=O.CNC(C)=O" e_lumo_ev=0.601 charge=0
C -0.448 -0.765 2.280
N -0.981 -1.909 1.422
C -0.920 -1.814 0.099
C -1.111 -2.994 -0.798
O -0.655 -0.801 -0.528
H 0.675 -0.828 2.308
H -0.637 0.157 1.855
H -0.819 -0.869 3.271
H -0.980 -2.847 1.806
H -1.522 -3.889 -0.273
H -1.673 -2.622 -1.578
H -0.114 -3.336 -1.207
C 2.184 0.735 -1.300
N 0.793 1.396 -1.217
C 0.695 2.480 -0.439
C -0.703 2.892 -0.102
O 1.678 3.163 -0.311
H 2.474 0.194 -0.367
H 2.222 0.104 -2.194
H 2.913 1.467 -1.274
H 0.079 0.812 -1.527
H -1.482 2.402 -0.650
H -0.902 2.823 0.922
H -0.767 4.048 -0.197

=====

(Q)
24
Properties=species:S:1:pos:R:3 method="wB97M-V/def2-TZVPD" multiplicity=1 orbital_gap_ev=9.90 mol_weight_da=146.190 smiles="CCC(N)=O.CCC(N)=O" e_lumo_ev=0.723 charge=0
C 2.150 0.376 2.828
C 2.868 -0.232 1.592
C 2.034 -0.035 0.355
N 2.694 0.016 -0.841
O 0.820 0.005 0.352
H 2.457 1.392 3.083
H 2.333 -0.271 3.680
H 1.090 0.477 2.663
H 3.886 0.101 1.449
H 2.773 -1.289 1.839
H 2.257 0.387 -1.664
H 3.698 -0.010 -0.904
C -1.755 -1.392 0.454
C -1.529 -0.931 -1.043
C -2.285 0.364 -1.384
N -2.662 1.151 -0.333
O -2.563 0.679 -2.521
H -1.145 -0.935 1.213
H -1.719 -2.462 0.405
H -2.801 -1.116 0.580
H -0.563 -0.742 -1.488
H -2.122 -1.719 -1.511
H -3.191 1.968 -0.608
H -2.337 1.231 0.612

=====

Stability ranking, top and bottom: (Q) is the most stable and (P) is the least stable.